{"formula": "C51H48IrN8O4S", "method": "ωB97M-V with the def2-TZVPD basis set", "species": ["Ir", "C", "O", "C", "C", "C", "C", "C", "C", "N", "C", "N", "C", "C", "C", "C", "C", "C", "O", "C", "N", "C", "C", "C", "C", "C", "C", "O", "C", "H", "H", "H", "H", "H", "H", "H", "H", "H", "H", "H", "H", "H", "H", "H", "H", "H", "H", "H", "H", "H", "H", "C", "C", "C", "C", "N", "C", "C", "C", "C", "C", "C", "N", "H", "H", "H", "H", "H", "H", "H", "H", "C", "C", "C", "C", "C", "N", "C", "O", "N", "C", "C", "C", "C", "N", "C", "C", "C", "H", "H", "H", "H", "H", "H", "H", "H", "H", "H", "H", "H", "H", "S", "C", "C", "C", "C", "C", "C", "H", "H", "H", "H", "H"], "xyz": [[-1.2083, -0.6503, -0.4318], [3.8364, -2.2918, 2.0790], [3.4419, -1.0584, 2.6821], [4.2377, 0.0052, 2.3257], [5.2857, 0.3730, 3.1599], [6.1222, 1.4224, 2.8252], [5.9129, 2.1169, 1.6404], [4.8541, 1.7746, 0.8209], [3.9961, 0.7265, 1.1554], [2.9632, 0.4194, 0.2258], [1.6362, 0.2104, 0.4476], [1.2261, 0.2901, 1.7061], [-0.0678, 0.2809, 2.2455], [-1.2240, -0.0334, 1.5447], [-2.4198, 0.1827, 2.2468], [-2.4591, 0.6034, 3.5611], [-1.2881, 0.8478, 4.2657], [-0.0912, 0.7014, 3.5966], [1.1303, 0.9569, 4.1340], [1.1961, 1.2752, 5.5203], [0.8094, 0.0267, -0.5847], [1.5038, -0.1558, -1.8345], [1.5399, 0.8357, -2.8050], [2.1748, 0.6618, -4.0285], [2.8262, -0.5306, -4.2846], [2.8520, -1.5317, -3.3197], [2.2017, -1.3546, -2.1032], [2.1966, -2.2904, -1.1278], [2.7835, -3.5602, -1.3922], [3.1825, -3.0586, 2.4869], [4.8725, -2.5251, 2.3320], [3.7219, -2.2408, 0.9950], [5.4342, -0.2016, 4.0649], [6.9380, 1.6940, 3.4802], [6.5654, 2.9322, 1.3606], [4.6776, 2.3252, -0.0962], [3.2113, 0.5762, -0.7387], [1.9451, 0.3970, 2.4092], [-3.3757, 0.0395, 1.7697], [-3.4142, 0.7493, 4.0478], [-1.3195, 1.1747, 5.2937], [2.2520, 1.3640, 5.7569], [0.7506, 0.4798, 6.1198], [0.6926, 2.2223, 5.7240], [1.0865, 1.7938, -2.6092], [2.1624, 1.4680, -4.7492], [3.3414, -0.6847, -5.2230], [3.3879, -2.4470, -3.5200], [2.5813, -4.1674, -0.5134], [3.8623, -3.4730, -1.5331], [2.3286, -4.0273, -2.2677], [-1.2515, -1.3844, -4.9372], [-2.6046, -1.2917, -5.1986], [-3.4727, -1.1534, -4.1280], [-2.9583, -1.0554, -2.8442], [-1.6293, -1.0529, -2.5974], [-0.8093, -1.2651, -3.6300], [-3.8267, -1.1950, -1.6550], [-5.2109, -1.2498, -1.7206], [-5.9262, -1.6065, -0.5910], [-5.2406, -1.9508, 0.5629], [-3.8646, -1.8375, 0.5723], [-3.1728, -1.4165, -0.4927], [-0.5295, -1.5492, -5.7234], [-2.9861, -1.3617, -6.2078], [-4.5379, -1.1625, -4.2956], [0.2405, -1.3301, -3.4109], [-5.7242, -1.0288, -2.6430], [-7.0061, -1.6502, -0.6241], [-5.7527, -2.2891, 1.4516], [-3.2785, -2.1021, 1.4402], [-0.0043, 2.8735, 4.0648], [0.2916, 3.1818, 2.6255], [1.4288, 2.6819, 1.9992], [1.6828, 2.9439, 0.6648], [0.8038, 3.7256, -0.0814], [1.1370, 3.8970, -1.4476], [0.4498, 4.3471, -2.5472], [1.0233, 4.6810, -3.5579], [-0.9531, 4.3495, -2.4888], [-1.7701, 3.3753, -1.9185], [-3.1321, 3.6165, -1.7754], [-3.9017, 2.6992, -1.0901], [-3.3160, 1.5585, -0.5803], [-2.0160, 1.2798, -0.7649], [-1.2732, 2.1735, -1.4247], [-0.3200, 4.2618, 0.5346], [-0.5622, 3.9824, 1.8713], [0.8893, 2.5268, 4.5834], [-0.7652, 2.0929, 4.1468], [-0.3767, 3.7530, 4.5892], [2.1315, 2.0770, 2.5613], [2.5738, 2.5394, 0.1968], [2.1250, 3.8352, -1.6492], [-1.3431, 4.8844, -3.2521], [-3.5656, 4.5347, -2.1510], [-4.9502, 2.8843, -0.9061], [-3.8893, 0.8728, 0.0215], [-0.2217, 1.9548, -1.4346], [-0.9831, 4.9270, 0.0014], [-1.4365, 4.4164, 2.3407], [-0.3299, -2.6038, 0.2849], [-1.1873, -4.0326, -0.1803], [-0.9250, -5.1566, 0.6226], [-1.5363, -6.3657, 0.3492], [-2.4041, -6.4729, -0.7317], [-2.6488, -5.3705, -1.5463], [-2.0458, -4.1575, -1.2786], [-0.2527, -5.0579, 1.4657], [-1.3391, -7.2247, 0.9753], [-2.8826, -7.4181, -0.9482], [-3.3078, -5.4670, -2.3984], [-2.2084, -3.3114, -1.9343]], "lowdin_spin": [0.163, 0.000, 0.000, 0.000, 0.000, 0.000, 0.000, 0.000, 0.000, 0.000, -0.001, 0.000, 0.000, 0.010, -0.001, 0.000, -0.001, 0.001, 0.000, 0.000, 0.000, 0.000, 0.000, 0.000, 0.000, 0.001, 0.002, 0.029, 0.002, 0.000, 0.000, 0.000, 0.000, 0.000, 0.000, 0.000, 0.000, 0.000, 0.000, 0.000, 0.000, 0.000, 0.000, 0.000, 0.000, 0.000, 0.000, 0.000, 0.001, 0.000, 0.000, 0.000, 0.001, 0.000, 0.001, 0.006, 0.001, 0.001, 0.000, 0.000, 0.000, 0.001, 0.001, 0.000, 0.000, 0.000, 0.000, 0.000, 0.000, 0.000, 0.001, 0.000, 0.000, 0.000, 0.000, 0.000, 0.000, 0.000, 0.000, 0.000, 0.000, 0.001, 0.000, 0.000, 0.002, 0.002, 0.000, 0.000, 0.000, 0.000, 0.000, 0.000, 0.000, 0.000, 0.000, 0.000, 0.000, 0.000, 0.000, 0.000, 0.000, 0.500, 0.051, 0.076, -0.008, 0.093, -0.003, 0.064, 0.002, -0.002, 0.005, -0.002, 0.002], "charge": 2, "total_energy_ev": -87435.0404, "lumo_energy_ev": [-5.7, -7.0], "spin_multiplicity": 2, "s2": 0.769, "e_above_lowest_kcal_mol": 75.0, "gap_ev": [6.144, 4.777]}